{
  "formula": "C6H16N3OSi",
  "method": "ωB97M-V/def2-TZVPD",
  "symbols": ["C", "C", "C", "C", "C", "C", "N", "N", "N", "O", "Si", "H", "H", "H", "H", "H", "H", "H", "H", "H", "H", "H", "H", "H", "H", "H", "H"],
  "coordinates": [[-1.5844, -1.5705, -1.1273], [-0.5068, -2.2770, 0.5361], [3.7174, -0.1758, -0.1179], [3.1011, 1.2608, 0.0730], [1.5322, 1.0830, -0.0809], [-2.1009, 0.6995, -0.5061], [-1.0522, -2.6665, -0.7277], [-1.5997, -0.5223, -0.1922], [-0.9857, -0.8644, 0.8480], [1.0174, 0.1770, 0.9802], [-4.0014, 0.9736, 0.2597], [-2.3656, -1.5870, -1.9483], [-0.8122, -2.8775, 1.3610], [0.6017, -2.2809, 0.6574], [3.2248, -0.8072, -0.8001], [4.7469, -0.2336, -0.2425], [3.5594, -0.6241, 0.9476], [3.4963, 1.8775, -0.8211], [3.5358, 1.7814, 0.9051], [0.9482, 2.0234, -0.0077], [1.2544, 0.7146, -1.1016], [-1.3793, 1.4508, -0.1834], [-2.1702, 0.7889, -1.6621], [1.0966, 0.5522, 1.8456], [-4.6227, 2.1757, -0.5716], [-3.8557, 1.0883, 1.7266], [-4.7955, -0.1599, -0.0498]],
  "forces_ev_per_angstrom": [[-2.6, -3.2, -2.1], [0.5, 1.5, 0.7], [-1.7, 0.7, 4.7], [0.0, -0.9, -4.1], [0.6, 0.9, 1.4], [-2.6, 3.5, -1.8], [0.4, 2.2, 0.2], [2.4, -3.4, 0.9], [-0.3, -1.1, -0.1], [0.7, 0.1, -2.6], [0.9, 2.1, -1.1], [1.5, 0.5, 0.6], [-0.7, -0.7, 0.6], [-0.6, 0.2, -0.6], [-0.7, -0.5, -1.0], [1.9, 0.4, -0.5], [0.2, 0.1, -1.9], [-1.0, -0.7, 1.1], [-0.5, 0.0, 0.9], [0.6, -0.2, 0.2], [0.5, -0.4, 1.1], [-0.4, 0.2, 0.2], [0.0, -0.2, 2.0], [0.2, 0.7, 0.6], [0.9, -1.1, 1.1], [0.0, 0.2, -0.2], [-0.4, -1.1, -0.3]],
  "mulliken_charge": [-0.02, -0.28, -1.03, -0.52, -0.45, -0.81, -0.32, 0.71, -0.29, -0.42, 0.39, 0.38, 0.36, 0.29, 0.31, 0.40, 0.18, 0.28, 0.38, 0.34, 0.34, 0.24, 0.45, 0.23, -0.02, -0.03, -0.08],
  "orbital_gap_ev": 8.61,
  "lumo_ev": -5.25,
  "total_charge": 1
}

***

{
  "formula": "C6H16N3SeZr",
  "method": "ωB97M-V/def2-TZVPD",
  "symbols": ["C", "Zr", "N", "H", "H", "H", "H", "H", "H", "H", "H", "C", "N", "C", "C", "N", "C", "C", "Se", "H", "H", "H", "H", "H", "H", "H", "H"],
  "coordinates": [[-3.6070, 1.3639, -0.5379], [-1.4961, 0.3983, 0.2702], [-2.2161, 0.4971, 2.5948], [-1.3099, -0.3826, -1.2366], [-3.3549, 0.2561, -0.7461], [-3.7773, 1.8353, -1.5095], [-2.7759, 1.9996, -0.0053], [-4.4756, 1.3014, 0.1253], [-1.5033, 0.8630, 3.2415], [-2.3463, -0.4895, 2.8569], [-3.0894, 0.9695, 2.8091], [1.0817, -1.9726, 1.3958], [1.5046, -1.3518, 0.1548], [2.3085, -1.9678, -0.7712], [2.6673, -1.0434, -1.6955], [2.0826, 0.1497, -1.3210], [2.3167, 1.4328, -1.9388], [1.2411, -0.0581, -0.2450], [0.7630, 1.4175, 0.9811], [1.3958, -3.0240, 1.3534], [-0.0097, -1.9110, 1.5090], [1.5493, -1.4945, 2.2626], [2.5802, -3.0015, -0.6961], [3.3045, -1.0953, -2.5655], [3.3941, 1.5609, -2.1002], [1.7948, 1.5014, -2.9027], [1.9773, 2.2454, -1.2830]],
  "forces_ev_per_angstrom": [[0.0, -1.1, 0.2], [1.0, 1.4, 2.4], [0.1, -0.5, 0.4], [-0.1, -0.9, -2.0], [-0.5, 1.3, -0.3], [-0.2, -0.2, 0.3], [-0.9, -0.6, -0.7], [0.0, 0.5, -0.3], [-0.3, 0.0, -0.4], [-0.1, 0.3, 0.0], [0.0, 0.0, 0.1], [0.0, -0.4, 0.2], [-0.3, 0.8, -0.7], [0.0, 0.2, 0.1], [-0.1, 0.7, 0.2], [-1.4, -0.8, 0.8], [0.2, 0.7, -0.6], [2.4, -0.4, 0.7], [0.5, -0.7, -0.2], [-0.2, 0.3, 0.1], [0.1, -0.1, -0.2], [0.0, 0.0, -0.3], [0.0, -0.1, 0.0], [-0.1, -0.1, 0.1], [-0.3, -0.1, 0.0], [0.1, 0.0, 0.3], [0.0, -0.4, -0.2]],
  "mulliken_charge": [-0.71, 0.44, -0.75, -0.13, 0.18, 0.32, 0.12, 0.33, 0.28, 0.33, 0.27, -0.72, 0.32, -0.38, -0.41, 0.16, -0.85, -0.24, -0.21, 0.31, 0.19, 0.34, 0.41, 0.49, 0.37, 0.31, 0.24],
  "orbital_gap_ev": [5.02, 5.07],
  "lumo_ev": [-3.55, -3.54],
  "total_charge": 1
}

***

{
  "formula": "C6H16N4",
  "method": "ωB97M-V/def2-TZVPD",
  "symbols": ["C", "C", "C", "C", "N", "N", "N", "N", "C", "C", "H", "H", "H", "H", "H", "H", "H", "H", "H", "H", "H", "H", "H", "H", "H", "H"],
  "coordinates": [[1.6262, 0.5755, 0.3557], [-0.5899, -0.8178, -0.0575], [-0.5256, 0.5430, 0.2891], [-0.5359, -1.2479, -1.4906], [2.2869, 0.1221, -0.8390], [1.7988, 1.9867, 0.5472], [2.0379, -0.1851, 1.5087], [-0.3964, -1.7774, 0.8641], [-2.7234, 0.1338, 0.2269], [-3.4225, 0.7326, -0.7274], [2.0304, 0.6926, -1.6380], [3.3093, 0.1054, -0.7473], [1.2824, 2.3516, 1.3397], [2.7814, 2.2734, 0.6032], [2.1350, -1.1726, 1.2966], [2.9009, 0.1626, 1.9354], [-0.2292, -2.7287, 0.5783], [-0.3794, -1.5618, 1.8509], [-0.5812, 0.8398, 1.3262], [-0.6149, 1.2910, -0.4815], [-3.2162, -0.2597, 1.1196], [-1.0143, -2.2188, -1.6336], [0.5165, -1.3328, -1.7796], [-1.0304, -0.5171, -2.1269], [-4.5083, 0.8575, -0.7082], [-2.9380, 1.1522, -1.6122]],
  "forces_ev_per_angstrom": [[-1.3, 0.6, 0.2], [-1.6, -0.2, 0.2], [3.6, 0.1, 0.1], [0.0, -0.1, 0.1], [0.0, -0.4, -0.3], [0.2, 0.4, -0.1], [0.0, -0.2, 0.4], [-0.1, 0.2, -0.2], [0.0, -0.9, -0.6], [0.1, 0.0, 0.1], [0.1, 0.0, 0.1], [-0.3, 0.1, 0.0], [0.2, -0.1, 0.0], [-0.2, -0.1, 0.1], [0.1, 0.2, 0.0], [-0.1, -0.1, -0.2], [-0.3, 0.1, 0.0], [0.2, 0.1, -0.3], [-0.1, 0.0, 0.0], [-0.3, 0.0, 0.0], [0.0, 0.0, 0.0], [0.0, 0.1, 0.1], [-0.1, 0.1, 0.1], [0.0, 0.0, 0.1], [0.1, 0.1, 0.1], [0.0, -0.1, 0.0]],
  "mulliken_charge": [-0.20, 0.84, -0.73, -1.50, -0.55, -0.49, -0.51, -0.28, -0.45, -0.58, 0.21, 0.22, 0.23, 0.23, 0.20, 0.24, 0.19, 0.26, 0.56, 0.34, 0.26, 0.45, 0.39, 0.27, 0.27, 0.15],
  "orbital_gap_ev": [6.43, 6.42],
  "lumo_ev": [0.82, 0.82]
}

***

{
  "formula": "C6H16N4O3S",
  "method": "ωB97M-V/def2-TZVPD",
  "symbols": ["H", "N", "C", "C", "O", "C", "N", "C", "N", "C", "C", "S", "N", "O", "O", "H", "H", "H", "H", "H", "H", "H", "H", "H", "H", "H", "H", "H", "H", "H"],
  "coordinates": [[-2.9449, -1.2496, 1.1279], [-2.0050, -0.9216, 1.0787], [-1.5500, -1.3118, -0.1196], [-2.3279, -2.0082, -1.2409], [-0.3053, -1.0440, -0.4851], [0.3497, -0.0716, 0.2849], [0.5915, -0.3141, 1.5857], [0.6542, -1.6169, 2.2414], [1.4793, 0.2561, -0.4851], [1.1926, 0.5765, -1.9047], [2.5714, 0.8903, 0.1072], [-1.0043, 1.4465, 0.1781], [0.1022, 2.6829, -0.1556], [-1.5044, 1.8439, 1.4240], [-1.8787, 1.1940, -0.9926], [-3.1051, -2.4978, -0.7782], [-1.6752, -2.7437, -1.8009], [-2.5592, -1.1815, -2.0547], [-0.0738, 0.3316, 2.1119], [0.7392, -1.4934, 3.2435], [-0.3892, -2.0280, 2.1085], [1.4273, -2.3128, 1.9409], [0.1158, 0.9144, -1.9724], [1.9175, 1.3186, -2.3360], [1.3384, -0.2824, -2.5134], [3.3532, 0.7694, -0.7112], [2.5837, 2.0909, 0.2132], [2.9314, 0.5204, 1.0574], [-0.4233, 3.4946, 0.0489], [0.3990, 2.7469, -1.2019]],
  "forces_ev_per_angstrom": [[-1.0, 0.0, 0.2], [1.8, -1.6, -3.9], [-2.3, 0.2, 2.3], [3.0, 2.1, -2.0], [0.0, -0.5, -0.1], [0.1, 0.7, -2.2], [-0.4, 2.1, 3.5], [-2.6, -0.7, -3.1], [-1.6, -0.1, -0.6], [-0.2, 1.0, 0.5], [3.2, 3.3, -1.4], [1.3, -1.2, -3.8], [0.7, -0.7, -2.8], [-1.3, 0.9, 2.5], [1.0, 0.7, 1.6], [-2.2, -0.9, 0.4], [-0.6, 0.7, 0.9], [-0.1, -1.6, 1.9], [1.3, -1.4, -0.4], [0.5, 0.8, 3.0], [1.3, -0.4, 0.1], [0.2, 0.2, -0.6], [1.4, -0.4, -0.5], [-0.8, -0.3, 0.8], [-0.2, -0.9, -0.5], [-0.2, 0.0, 1.4], [-0.8, -2.3, -0.1], [-0.3, -0.5, -0.1], [-0.5, 1.4, 0.4], [-0.8, -0.3, 2.5]],
  "mulliken_charge": [0.22, -0.55, 0.81, -1.32, -0.39, -0.06, -0.15, -0.91, 0.18, -1.19, -0.88, 1.12, -0.55, -0.70, -0.60, 0.46, 0.29, 0.22, 0.33, 0.41, 0.31, 0.28, 0.57, 0.39, 0.20, 0.40, 0.20, 0.33, 0.34, 0.24],
  "smiles": "[H]/N=C(\\C)O[C@@](NC)(N(C)C)S(N)(=O)=O",
  "orbital_gap_ev": 9.18,
  "lumo_ev": 0.70
}

***

{
  "formula": "C6H16NOS",
  "method": "ωB97M-V/def2-TZVPD",
  "symbols": ["C", "C", "S", "C", "N", "C", "C", "C", "H", "H", "H", "H", "H", "H", "H", "H", "H", "H", "H", "H", "H", "H", "H", "H", "O"],
  "coordinates": [[-0.6309, -1.0545, -1.0062], [-0.0988, -2.4620, -1.3004], [1.3313, -2.4716, -2.4532], [0.3805, -0.2446, -0.1988], [-0.2455, 0.4696, 0.9264], [0.3160, 1.7869, 1.1103], [-0.1627, 2.5188, 2.3544], [-0.2254, -0.3664, 2.1262], [-0.7155, -0.5841, -1.9850], [-1.5577, -1.0852, -0.4280], [-0.8854, -3.1256, -1.6516], [0.3052, -2.8601, -0.3568], [1.2101, -0.8943, 0.1075], [0.8663, 0.4661, -0.8253], [0.0484, 2.3909, 0.2320], [1.4217, 1.7696, 1.1087], [0.0062, 1.8917, 3.2164], [0.4391, 3.4258, 2.4925], [-1.1948, 2.8442, 2.2815], [-0.5129, -1.3650, 1.8128], [0.7728, -0.4095, 2.5978], [-0.9488, 0.0080, 2.8489], [-0.3914, 0.1844, -3.8151], [0.6455, -0.6608, -4.5018], [-0.1734, -0.1727, -4.6932]],
  "forces_ev_per_angstrom": [[0.8, -0.6, -0.1], [0.7, 0.1, 0.3], [-0.1, 0.2, -0.1], [-0.2, -0.1, 0.3], [0.0, -0.3, 0.3], [0.2, 0.5, -0.3], [0.6, 0.3, -0.3], [0.0, 0.5, -0.5], [-0.7, 0.1, 0.1], [-0.2, 0.1, -0.3], [-0.2, 0.0, -0.1], [-0.4, -0.1, 0.0], [-0.1, -0.1, 0.3], [0.3, 0.7, -0.6], [0.0, -0.1, 0.0], [0.0, -0.1, 0.2], [-0.2, 0.0, 0.4], [-0.1, -0.1, 0.0], [-0.3, -0.3, 0.1], [0.0, -0.2, 0.2], [0.0, -0.1, 0.0], [0.0, -0.1, 0.1], [0.1, -0.3, -0.5], [-0.3, -0.3, 0.2], [0.1, 0.5, 0.3]],
  "mulliken_charge": [-0.26, -0.82, -0.68, -0.86, 0.08, -0.44, -1.27, -1.27, -0.26, 0.45, 0.34, 0.23, 0.42, 0.47, 0.36, 0.40, 0.37, 0.38, 0.28, 0.40, 0.34, 0.37, 0.34, 0.28, -0.66],
  "orbital_gap_ev": 5.86,
  "lumo_ev": 3.23,
  "total_charge": -1
}

***

{
  "formula": "C6H16NOSi",
  "method": "ωB97M-V/def2-TZVPD",
  "symbols": ["C", "C", "C", "C", "C", "C", "N", "O", "Si", "H", "H", "H", "H", "H", "H", "H", "H", "H", "H", "H", "H", "H", "H", "H", "H"],
  "coordinates": [[1.5252, -0.9767, -0.2246], [2.7443, 1.5872, 0.8547], [-1.4715, -1.9399, 1.4570], [-1.4857, 1.0247, 0.1906], [-1.3810, -1.9082, -1.7139], [1.6363, 0.1802, -0.8718], [2.1325, 1.3534, -0.4451], [1.5950, -1.1709, 1.1580], [-1.1678, -0.9128, -0.0908], [1.4672, -1.9396, -0.7695], [3.2821, 0.6458, 1.3048], [3.4651, 2.4256, 0.6245], [1.9866, 1.9938, 1.5822], [-0.6914, -2.6305, 1.5853], [-1.5252, -1.2949, 2.3510], [-2.4599, -2.4579, 1.5908], [-0.8692, 1.3393, 1.0358], [-1.2705, 1.7024, -0.6582], [-2.5194, 1.0545, 0.4650], [-2.3343, -1.5651, -2.0754], [-0.5630, -1.6236, -2.3606], [-1.3850, -3.0013, -1.3614], [1.2677, 0.1569, -2.2452], [2.1855, 2.1515, -1.0815], [2.3904, -1.7312, 1.4330]],
  "forces_ev_per_angstrom": [[-1.9, -3.4, 1.0], [1.0, 0.2, 1.0], [-1.9, 1.5, 0.5], [1.2, -1.6, -0.9], [0.3, -0.2, 2.5], [-0.3, 2.3, -5.0], [-0.5, -0.3, -0.6], [1.9, -0.5, 0.7], [0.6, 0.7, 0.0], [-0.1, 0.8, 0.0], [-1.1, 2.1, -1.1], [-0.4, -1.1, 0.8], [0.8, -0.6, -0.5], [1.1, -1.1, 0.2], [0.6, 0.0, -0.3], [0.8, 0.2, -1.0], [-0.1, -0.1, 0.0], [-0.2, -0.6, 0.3], [-0.8, 0.3, 0.2], [-0.5, -0.3, -0.6], [0.0, -0.3, -0.4], [0.0, 1.6, -0.9], [1.4, 0.1, 4.7], [-0.3, -0.8, 0.3], [-1.5, 1.1, -0.7]],
  "mulliken_charge": [-0.41, -0.70, -1.05, -1.01, -0.98, -0.04, -0.11, -0.50, 0.56, 0.50, 0.23, 0.32, 0.25, 0.37, 0.34, 0.38, 0.31, 0.33, 0.41, 0.39, 0.33, 0.30, 0.18, 0.28, 0.32],
  "orbital_gap_ev": 8.56,
  "lumo_ev": -3.73,
  "total_charge": 1
}

***

{
  "formula": "C6H16NP",
  "method": "ωB97M-V/def2-TZVPD",
  "symbols": ["C", "C", "C", "C", "C", "C", "N", "P", "H", "H", "H", "H", "H", "H", "H", "H", "H", "H", "H", "H", "H", "H", "H", "H"],
  "coordinates": [[-3.2864, 0.4831, 0.2156], [1.4297, 1.4013, 0.5678], [1.6914, -1.1358, 0.6225], [2.2327, 0.1925, -1.5061], [-1.7581, 0.7831, 0.3697], [1.3514, 0.1080, -0.1978], [-0.9557, -1.8280, -0.3517], [-0.8181, -0.2238, -0.8624], [-3.5345, 0.5050, -0.8966], [-3.4834, -0.5848, 0.6193], [-4.0090, 1.1300, 0.6918], [1.4525, 2.2102, -0.2472], [0.6524, 1.5595, 1.3064], [2.4238, 1.3214, 1.0714], [2.5795, -0.9270, 1.2263], [1.8071, -2.0978, 0.0166], [0.7946, -1.3048, 1.2549], [2.1718, -0.8522, -1.8103], [1.9498, 0.7676, -2.3393], [3.2019, 0.4930, -1.2488], [-1.5577, 0.3637, 1.4137], [-1.4516, 1.8356, 0.2583], [-1.7104, -2.4142, -0.8127], [-1.1737, -1.7855, 0.6385]],
  "forces_ev_per_angstrom": [[0.2, -1.6, -1.6], [1.1, 0.4, -1.2], [-1.0, -0.5, -0.6], [-2.0, -2.3, 1.8], [-0.7, -1.3, 1.7], [-2.2, -0.4, -2.1], [-1.8, -1.2, 0.1], [2.7, 1.3, -1.0], [0.1, -0.2, 1.3], [0.2, 1.7, -0.8], [0.2, 0.4, 0.4], [-0.1, -0.7, 1.7], [0.0, 0.1, 0.1], [-0.6, 0.7, -0.1], [0.0, -0.3, 0.1], [0.0, 1.5, 0.7], [0.9, -0.1, 0.2], [0.8, 0.0, -0.5], [-1.0, 1.1, -0.7], [1.7, 0.1, 0.5], [0.4, 1.0, -1.0], [-0.3, -0.4, 0.2], [1.3, 1.2, 0.6], [0.1, -0.7, 0.2]],
  "mulliken_charge": [-1.06, -1.54, -1.34, -1.67, -0.43, 1.22, -0.56, 0.02, 0.31, 0.20, 0.38, 0.28, 0.34, 0.47, 0.40, 0.34, 0.25, 0.42, 0.40, 0.45, 0.24, 0.38, 0.30, 0.20],
  "orbital_gap_ev": 8.77,
  "lumo_ev": 0.94
}

***

{
  "formula": "C6H16O",
  "method": "ωB97M-V/def2-TZVPD",
  "symbols": ["C", "C", "C", "C", "C", "C", "H", "H", "H", "H", "H", "H", "H", "H", "H", "H", "H", "H", "H", "H", "O", "H", "H"],
  "coordinates": [[1.0386, -1.5251, -2.3738], [0.5951, -1.5175, -0.9109], [0.5613, -0.0750, -0.3551], [0.8046, 0.0430, 1.1821], [0.7957, 1.5225, 1.5098], [-0.4411, -0.6395, 1.8565], [0.8529, -0.5669, -2.8700], [2.0850, -1.7792, -2.5176], [0.4403, -2.2127, -2.9819], [1.2566, -2.1077, -0.2919], [-0.4089, -1.8951, -0.8254], [-0.3970, 0.3696, -0.6085], [1.3350, 0.5307, -0.8335], [1.7084, -0.5278, 1.3728], [1.6990, 2.0401, 1.1850], [0.5278, 1.7117, 2.5482], [0.0018, 2.0074, 0.9292], [-1.1917, -0.9403, 1.1257], [-0.1774, -1.5097, 2.4442], [-0.9304, 0.1405, 2.4193], [-2.7697, 1.9345, -0.6459], [-1.9002, 1.6276, -0.9586], [-3.3325, 1.1839, -0.8741]],
  "forces_ev_per_angstrom": [[-0.6, -0.2, -0.7], [0.2, 1.3, -0.2], [1.2, -0.4, 0.5], [-2.3, -0.7, -1.5], [0.0, 0.3, -0.2], [0.6, 0.5, -0.5], [0.2, 0.1, 0.3], [0.1, 0.0, 0.1], [0.2, -0.2, 0.2], [0.1, -0.4, 0.1], [-0.3, -0.5, 0.1], [-0.2, 0.2, 0.0], [0.0, 0.0, -0.3], [0.3, 0.3, 0.4], [0.2, -0.1, 0.4], [0.5, 0.1, 0.1], [-0.1, -0.2, 0.1], [0.1, -0.2, -0.2], [-0.1, 0.0, 0.4], [-0.2, -0.2, 0.7], [0.5, -0.5, -0.3], [-0.4, 0.4, 0.2], [-0.1, 0.2, 0.1]],
  "mulliken_charge": [-1.28, -0.22, -0.67, 0.72, -1.61, -1.33, 0.36, 0.30, 0.36, 0.34, 0.31, -0.33, 0.50, 0.43, 0.37, 0.44, 0.35, 0.28, 0.27, 0.44, -0.65, 0.31, 0.32],
  "smiles": "CCCC(C)C.O",
  "orbital_gap_ev": 11.46,
  "lumo_ev": 0.82
}

***

{
  "formula": "C6H16O",
  "method": "ωB97M-V/def2-TZVPD",
  "symbols": ["C", "C", "C", "C", "C", "C", "H", "H", "H", "H", "H", "H", "H", "H", "H", "H", "H", "H", "H", "H", "O", "H", "H"],
  "coordinates": [[1.5997, -1.1737, -1.2628], [0.0129, -1.2232, -1.3920], [-0.6861, 0.1245, -1.2374], [-0.4658, 0.7053, 0.2059], [-1.2636, 0.1133, 1.2954], [-2.7785, 0.0210, 0.9069], [1.9019, -0.3736, -1.9151], [2.1179, -2.1301, -1.5888], [1.7419, -0.9720, -0.2274], [-0.3274, -1.9390, -0.7061], [-0.2773, -1.6479, -2.4539], [-1.7623, 0.1470, -1.2094], [-0.3250, 0.9191, -1.8399], [0.7011, 0.8094, 0.3970], [-0.6151, 1.7532, 0.1611], [-1.2329, 0.8451, 2.2244], [-0.8654, -0.8718, 1.5820], [-3.1746, 0.8366, 0.3654], [-2.8535, -0.8147, 0.3255], [-3.4612, -0.2051, 1.7083], [3.0875, 1.1869, 1.1901], [2.8646, 1.6419, 1.9479], [2.3556, 1.1032, 0.6119]],
  "forces_ev_per_angstrom": [[-2.0, -1.1, -1.1], [0.7, -0.2, -3.8], [0.6, 0.2, 3.2], [3.6, 0.5, -1.3], [-1.4, 1.3, 2.7], [1.4, 0.1, 1.7], [0.6, 0.4, 0.0], [-0.8, 1.1, 0.5], [0.9, 0.2, 0.7], [-0.8, -0.9, 1.1], [0.6, 0.7, 1.9], [-0.4, -0.7, -1.2], [0.4, 0.3, -1.3], [-2.3, -1.0, 0.1], [-1.0, 1.2, -0.2], [0.3, -1.6, -1.6], [-0.4, 0.3, 0.1], [-0.1, 1.2, -0.5], [-0.4, -2.2, -2.0], [0.1, 0.2, 0.8], [2.4, -1.6, -1.7], [-1.1, 1.5, 2.3], [-1.1, 0.1, -0.5]],
  "mulliken_charge": [-1.01, -0.41, -0.72, 0.54, -0.15, -1.49, 0.29, 0.33, 0.21, 0.35, 0.27, 0.41, 0.31, -0.99, 0.55, 0.27, 0.24, 0.38, 0.42, 0.37, -0.65, 0.30, 0.16],
  "smiles": "CCCCCC.O",
  "orbital_gap_ev": 11.34,
  "lumo_ev": 0.93
}

***

Q: Which ΔE to the lowest compared entry with this formula, charge and spin values were calculated for the entries above? A: 16.08, 127.58, 448.74, 211.06, 10.86, 203.22, 26.32, 56.32, 151.85, in kJ/mol.